Entry 1:
110
Properties=species:S:1:pos:R:3:forces:R:3:mulliken_spin:R:1 method="wB97M-V/def2-TZVPD" orbital_gap_ev="6.143 / 6.409" e_tot_ha=-6251.280016 spin_multiplicity=2 total_charge=+3 mol_weight_g_mol=1248.903 de_lowest_ev=1.989 lumo_energy_ha="-0.3343 / -0.3530" s2=0.76
In -0.81909 -0.77490 -1.80657 -0.44 0.54 0.07 0.023
N 0.22189 1.22379 -2.60582 -0.27 -0.41 0.21 0.033
C -0.45436 2.51480 -2.93839 -0.09 -0.10 0.37 0.001
C -1.84144 2.28679 -3.49377 0.20 -0.04 -0.27 0.000
C -1.86886 1.51072 -4.82603 -0.04 0.04 0.17 0.000
C -2.42714 0.10730 -4.68511 0.37 -0.08 -0.07 0.000
N -1.42331 -0.84492 -4.13427 -0.41 0.23 0.48 0.000
H 1.03791 1.38693 -2.01702 -0.01 0.14 -0.06 0.008
H 0.57119 0.79514 -3.46006 0.19 0.15 0.08 0.002
H 0.14470 3.06526 -3.66165 0.17 0.01 -0.01 0.000
H -0.52134 3.11560 -2.03207 0.15 -0.05 0.12 0.000
H -2.31486 3.26134 -3.61626 -0.02 -0.02 0.03 0.000
H -2.41546 1.74072 -2.74109 -0.14 0.08 -0.02 0.000
H -0.86832 1.46830 -5.27720 -0.12 0.07 -0.04 0.000
H -2.50246 2.03770 -5.53725 0.05 0.03 -0.05 0.000
H -2.79326 -0.25079 -5.64237 0.06 -0.18 -0.14 0.000
H -3.27940 0.13181 -4.01233 -0.21 -0.11 0.08 0.000
H -0.55027 -0.77399 -4.65078 -0.05 -0.06 -0.05 0.000
H -1.74280 -1.79853 -4.27067 -0.04 -0.09 -0.06 0.000
N 0.03473 0.55803 1.61883 0.17 -0.44 -0.10 0.226
P 1.60253 0.80111 0.92286 0.01 0.37 0.26 0.219
C 2.54614 0.76946 2.47285 0.03 0.08 0.01 -0.006
C 2.30683 1.73265 3.45952 0.14 0.01 -0.01 0.009
C 3.07590 1.74389 4.61450 -0.03 0.02 0.01 0.002
C 4.08657 0.80187 4.79251 -0.03 0.04 0.04 0.002
C 4.30259 -0.17854 3.83379 0.01 -0.05 0.01 0.001
C 3.52783 -0.19906 2.68139 -0.12 0.03 0.13 0.066
C 1.57228 2.54364 0.38515 0.11 0.02 -0.05 0.048
C 2.55699 2.99728 -0.50390 -0.25 0.06 0.13 0.000
C 2.67519 4.34635 -0.81008 0.05 -0.04 -0.10 0.000
C 1.79949 5.26172 -0.23886 -0.03 0.07 -0.02 0.011
C 0.79500 4.81900 0.61337 -0.06 -0.01 0.01 -0.004
C 0.67615 3.46948 0.92544 0.09 0.11 -0.04 0.012
P -1.51645 0.34876 0.91850 0.78 0.48 0.10 -0.050
C -2.28569 1.96603 1.25283 -0.31 -0.08 -0.36 0.012
C -2.40144 2.37369 2.58307 -0.07 -0.03 0.03 0.001
C -2.96580 3.60451 2.88100 0.04 0.08 0.02 0.002
C -3.41556 4.43733 1.85796 0.00 0.01 0.07 0.000
C -3.29843 4.03920 0.53358 0.12 -0.08 -0.06 0.001
C -2.73329 2.80341 0.23217 0.07 0.11 0.23 0.001
C -2.30534 -0.74234 2.14067 -0.05 -0.21 -0.21 -0.005
C -1.58698 -1.72047 2.83079 -0.11 0.07 0.10 0.004
C -2.22459 -2.53127 3.76345 0.07 0.01 -0.02 -0.001
C -3.58144 -2.37829 4.00608 -0.10 0.02 0.00 0.001
C -4.30919 -1.41772 3.30736 -0.03 -0.08 0.03 0.000
C -3.67928 -0.61360 2.37137 0.07 0.00 0.11 0.003
H 0.11854 0.06644 2.50257 0.02 0.24 0.20 -0.005
H 1.54393 2.48968 3.31364 0.05 -0.03 0.02 -0.001
H 2.89618 2.49785 5.37444 0.04 -0.09 -0.10 0.000
H 4.70337 0.83093 5.68522 -0.09 -0.01 -0.10 0.000
H 5.07553 -0.92430 3.98399 -0.08 0.04 0.00 0.000
H 3.67413 -0.98752 1.95554 0.04 -0.05 -0.05 -0.010
H 3.24574 2.29631 -0.94714 0.08 0.00 -0.07 0.001
H 3.45159 4.68508 -1.49196 -0.12 -0.06 0.14 0.000
H 1.90252 6.32039 -0.45733 -0.04 -0.14 0.01 0.000
H 0.10315 5.52921 1.05504 0.08 -0.07 -0.04 0.000
H -0.09950 3.15233 1.60498 0.01 -0.03 0.06 0.011
H -2.07067 1.72171 3.38707 -0.02 0.10 -0.05 -0.002
H -3.05759 3.91628 3.91537 -0.02 -0.02 -0.08 0.000
H -3.86261 5.39696 2.09762 0.05 -0.12 -0.02 0.000
H -3.64364 4.68963 -0.26257 0.02 -0.06 0.06 0.000
H -2.63565 2.50477 -0.80326 0.00 0.00 -0.02 -0.001
H -0.52797 -1.86573 2.65482 -0.19 0.11 0.20 -0.002
H -1.65575 -3.27608 4.30918 -0.04 0.06 -0.04 0.000
H -4.07433 -3.00032 4.74548 0.05 0.05 -0.08 0.000
H -5.36970 -1.29058 3.50306 0.14 -0.02 -0.03 0.000
H -4.25307 0.13872 1.84542 -0.01 0.07 0.01 0.000
C 5.67454 0.92899 0.16912 0.05 0.01 0.08 0.032
As 4.16588 -0.05172 -0.54132 0.15 0.26 0.09 0.285
C 4.72335 -1.88892 -0.29763 -0.02 -0.13 -0.12 0.040
C 4.35086 0.35775 -2.42639 -0.08 0.19 -0.20 0.054
H 6.56656 0.44838 -0.23273 0.07 0.00 -0.01 0.020
H 5.70177 0.89127 1.25446 -0.05 -0.02 0.03 -0.001
H 5.64993 1.96405 -0.15969 -0.06 0.05 -0.01 -0.001
H 5.32550 -2.16266 -1.16455 0.01 0.00 0.08 0.012
H 3.87788 -2.56928 -0.23318 -0.02 -0.01 0.03 -0.001
H 5.32706 -1.94866 0.60494 -0.01 0.01 0.04 0.002
H 5.24987 -0.16039 -2.76592 -0.04 0.05 -0.03 0.018
H 4.48738 1.43021 -2.55361 0.04 0.01 0.07 0.002
H 3.50713 0.00570 -3.01649 0.18 0.33 0.14 -0.002
C -4.03217 -2.23575 -0.52168 -0.04 -0.13 0.07 -0.001
Te -3.69658 -0.27234 -1.25524 -0.72 -0.34 0.54 0.004
C -5.66092 -0.11535 -2.06539 0.07 -0.12 -0.63 0.001
H -4.26900 -2.88609 -1.36058 0.02 0.01 0.00 0.000
H -4.87185 -2.19886 0.16767 0.02 0.04 0.03 0.000
H -3.14018 -2.57819 -0.00299 -0.11 0.06 0.06 0.000
H -6.36881 -0.28687 -1.25887 0.13 0.01 0.16 0.000
H -5.81180 -0.84835 -2.85173 -0.03 -0.03 -0.05 0.000
H -5.78212 0.88690 -2.46471 -0.01 0.06 0.01 0.000
F 1.37654 -1.28404 -1.51927 -0.12 0.14 0.26 -0.086
Sb 1.74657 -2.58344 -2.95466 0.39 0.11 -0.85 -0.006
F -0.16513 -2.84334 -2.91491 -0.09 0.05 0.05 -0.001
F 1.25550 -0.96914 -3.87105 0.41 -0.09 -0.54 -0.001
F 1.84295 -3.47111 -4.56826 0.04 -0.28 0.26 0.000
F 3.52914 -2.05812 -2.91866 -0.10 -0.64 -0.04 0.001
F 1.94884 -3.84889 -1.61760 0.08 -0.28 -0.11 -0.001
F -0.66153 -6.76159 2.43724 0.17 -0.01 0.00 0.000
C 0.48112 -6.19953 2.02604 0.01 -0.02 0.04 0.000
F 1.20826 -5.87299 3.10112 -0.06 -0.14 -0.09 0.000
F 1.15835 -7.08693 1.29665 -0.04 0.03 0.12 0.000
C 0.16866 -4.97080 1.19992 0.02 0.03 0.09 0.002
C 0.76643 -3.75670 1.47853 0.12 -0.13 0.04 0.006
C 0.41070 -2.66326 0.71837 -0.17 -0.16 -0.47 0.074
N -0.50602 -2.73161 -0.25668 -0.10 0.21 -0.35 -0.003
C -1.06064 -3.92586 -0.53757 0.16 0.23 0.20 0.001
C -0.74339 -5.06787 0.16239 -0.12 -0.12 -0.04 0.000
H 1.48990 -3.66580 2.27992 -0.03 0.02 -0.07 0.001
H 0.87664 -1.70114 0.87487 0.00 -0.07 -0.01 -0.068
H -1.76720 -3.96329 -1.35273 -0.03 0.02 -0.04 0.000
H -1.20229 -6.01535 -0.09583 0.00 0.08 0.04 0.000

Entry 2:
112
Properties=species:S:1:pos:R:3:forces:R:3:mulliken_charge:R:1 method="wB97M-V/def2-TZVPD" orbital_gap_ev=7.263 e_tot_ha=-7123.118037 total_charge=+2 mol_weight_g_mol=988.655 de_lowest_ev=0.000 lumo_energy_ha=-0.2048
Ti 0.18254 -0.22967 -0.67990 -0.18 -0.26 0.18 -2.305
O -5.60773 2.59727 1.11864 0.13 0.01 -0.05 -0.546
C -4.43493 2.04735 0.77852 -0.13 0.09 0.04 0.600
C -3.33908 2.77073 0.30995 0.04 -0.14 0.02 -0.872
C -2.19813 2.07379 -0.01654 0.00 0.08 0.04 -1.013
N -2.05231 0.74314 0.08874 0.27 0.20 -0.17 1.174
C -3.10695 0.08694 0.56405 -0.11 -0.18 0.01 -0.108
Br -3.01357 -1.78955 0.78546 0.02 0.16 0.23 -0.003
C -4.30936 0.67147 0.91373 0.11 -0.03 -0.03 -0.890
H -5.59719 3.55081 0.96928 -0.05 0.00 0.01 0.331
H -3.36762 3.84563 0.19343 -0.03 0.02 0.00 0.426
H -1.33803 2.61868 -0.37504 0.00 -0.05 -0.02 0.567
H -5.13175 0.07567 1.27958 -0.01 0.01 0.01 0.594
C 2.11691 4.74737 3.31319 -0.01 0.08 0.02 -1.789
C 1.32226 3.59858 2.74447 0.09 -0.16 -0.01 1.109
C 0.02486 4.00700 2.09399 -0.09 0.12 0.07 -0.683
O 2.20359 2.96950 1.73970 -0.08 0.14 0.05 0.135
P 2.10033 1.54879 1.11668 -0.55 -0.16 0.15 -0.125
O 0.83800 1.38000 0.28079 0.59 0.39 0.01 0.326
C 2.00163 0.33494 2.45310 0.08 0.11 0.15 -0.777
P 0.36832 -0.43689 2.56597 -0.24 0.14 -0.37 -0.599
O -0.14506 -0.83911 1.21429 0.03 0.00 0.29 0.823
O 0.40042 -1.57878 3.59688 0.07 -0.19 0.22 -0.213
C 0.94904 -2.96554 3.57436 -0.12 0.12 -0.07 0.438
C 1.13160 -3.47227 2.16580 0.08 -0.13 0.00 -1.018
C 2.21189 -2.94842 4.39712 0.07 -0.05 -0.02 -1.358
O -0.52413 0.66779 3.21612 0.06 0.09 0.11 0.303
C -1.25048 0.56295 4.50618 0.01 -0.07 -0.09 0.517
C -1.47644 1.97456 4.98597 0.00 0.02 0.01 -1.318
C -2.53229 -0.19842 4.27290 -0.07 0.03 0.05 -1.157
O 3.34800 1.42814 0.22591 0.23 -0.07 -0.08 -0.054
C 4.76536 1.81708 0.47982 -0.22 -0.11 -0.09 0.431
C 5.16766 1.49436 1.89709 0.11 0.02 0.09 -1.186
C 4.94392 3.25796 0.07946 0.12 0.09 0.01 -1.302
H 1.56334 5.21252 4.12883 -0.02 -0.02 0.00 0.460
H 2.29502 5.50547 2.55016 0.02 -0.01 -0.02 0.371
H 3.07453 4.40659 3.70377 0.01 -0.01 0.00 0.412
H 1.13883 2.84648 3.51541 -0.01 -0.01 0.00 -0.284
H 0.21347 4.69332 1.26667 0.02 -0.01 -0.01 0.364
H -0.58524 4.53025 2.83225 -0.01 0.00 -0.01 0.496
H -0.54097 3.14891 1.73687 0.05 -0.04 0.03 -0.246
H 2.18550 0.82986 3.40925 0.11 -0.06 0.02 1.031
H 2.75233 -0.43730 2.29260 -0.03 -0.01 -0.04 0.345
H 0.16307 -3.52666 4.07741 0.02 0.02 0.03 0.377
H 1.94729 -2.95991 1.65326 -0.03 0.04 -0.01 -0.001
H 0.23152 -3.36850 1.56428 -0.04 0.01 0.02 0.232
H 1.38253 -4.53240 2.22672 0.02 0.01 -0.01 0.524
H 2.98029 -2.34667 3.90745 0.01 0.00 0.01 0.215
H 2.59874 -3.96286 4.49319 -0.02 -0.01 0.00 0.468
H 2.03351 -2.55684 5.39658 -0.02 0.02 0.01 0.381
H -0.59460 0.02249 5.18833 -0.01 0.00 0.01 0.343
H -2.07146 2.53247 4.26251 -0.01 0.01 -0.02 0.220
H -0.53858 2.50038 5.16149 0.03 -0.01 -0.02 0.325
H -2.02252 1.94689 5.92856 -0.01 0.01 0.00 0.501
H -3.16475 0.34488 3.56901 -0.01 -0.01 -0.01 0.112
H -3.07413 -0.29449 5.21435 0.00 -0.01 0.00 0.575
H -2.34703 -1.19791 3.88264 0.03 -0.01 0.00 0.266
H 5.28906 1.16000 -0.21326 0.03 0.03 0.02 0.391
H 4.62868 2.10318 2.62502 -0.03 0.02 -0.03 0.176
H 6.22914 1.71333 2.01686 -0.01 -0.01 -0.01 0.526
H 5.02636 0.43783 2.12374 -0.01 -0.02 -0.01 0.294
H 4.37558 3.92417 0.72653 -0.01 -0.01 0.02 0.159
H 4.64314 3.41512 -0.95512 -0.04 -0.01 0.00 0.333
H 5.99984 3.51839 0.16367 -0.01 0.00 -0.01 0.516
C -5.49541 -6.00388 -1.99720 -0.01 0.01 0.01 -1.575
C -4.31636 -5.07524 -2.00842 0.00 -0.05 0.01 0.856
C -4.48690 -3.69900 -2.10638 0.02 0.08 -0.01 -0.990
C -3.39775 -2.84103 -2.13914 -0.04 -0.11 -0.10 -0.205
C -2.12216 -3.37841 -2.08938 -0.05 -0.18 -0.06 0.533
C -1.91787 -4.75372 -1.98861 -0.12 0.00 -0.06 -0.949
C -3.01813 -5.58656 -1.93941 0.02 0.00 0.01 -0.839
S -0.69698 -2.38839 -2.19098 0.03 -0.02 0.17 1.298
O 0.00839 -2.39995 -0.87526 0.08 0.16 -0.16 -0.195
O 0.05866 -2.80720 -3.32992 0.09 0.02 0.04 -0.777
N -1.07606 -0.83776 -2.13383 -0.20 -0.13 -0.47 1.018
C -1.44828 -0.08301 -3.26728 0.02 -0.08 0.31 0.269
C -2.16505 -0.49948 -4.34891 -0.08 0.09 -0.15 -0.334
C -2.42905 0.41471 -5.40054 0.03 -0.07 0.10 -1.108
C -1.96489 1.69522 -5.35798 0.03 0.00 0.03 -1.084
C -1.18050 2.12596 -4.25707 -0.05 0.05 -0.09 1.246
C -0.56068 3.38800 -4.17620 -0.02 0.00 -0.07 -1.173
C 0.26172 3.66253 -3.11997 0.03 -0.06 0.12 -1.430
C 0.45325 2.68835 -2.12658 0.03 0.08 -0.10 -0.267
N -0.13856 1.51262 -2.14704 -0.09 -0.14 0.06 1.605
C -0.93902 1.22631 -3.21139 0.01 0.04 0.03 -0.607
H -6.41909 -5.47486 -1.77081 0.00 0.01 0.00 0.373
H -5.36299 -6.79803 -1.26351 0.01 -0.01 0.00 0.411
H -5.61190 -6.47735 -2.97360 0.00 0.00 -0.01 0.312
H -5.48727 -3.28719 -2.14664 -0.01 0.00 -0.01 0.407
H -3.54908 -1.77132 -2.18000 0.03 0.02 -0.08 0.525
H -0.91889 -5.16772 -1.95775 0.04 0.03 -0.01 0.566
H -2.87223 -6.65609 -1.85780 0.00 -0.01 0.00 0.431
H -2.51734 -1.51749 -4.43578 -0.01 -0.04 0.04 0.642
H -3.00135 0.07343 -6.25173 -0.01 0.00 -0.01 0.460
H -2.15917 2.38191 -6.17080 0.00 0.02 0.00 0.485
H -0.71928 4.11433 -4.96359 0.00 0.00 0.00 0.485
H 0.77624 4.60864 -3.03408 0.00 0.00 0.00 0.611
H 1.10327 2.89216 -1.28929 0.01 0.00 0.00 0.337
C 3.35702 -1.42272 -5.20162 0.04 0.03 0.08 -0.970
N 3.11217 -1.30440 -3.75997 0.00 0.03 -0.08 0.143
C 3.84478 -2.00850 -2.87400 0.03 0.00 -0.06 0.048
C 3.62376 -1.97568 -1.53587 0.02 0.08 0.06 -1.859
C 2.53689 -1.17474 -1.12708 -0.17 0.06 0.10 0.477
O 2.07803 -1.03062 0.05570 -0.06 -0.12 -0.06 -0.309
N 1.78227 -0.49666 -2.00338 0.18 0.15 -0.44 1.306
C 2.02895 -0.50342 -3.36798 -0.04 -0.11 0.23 -0.040
O 1.39028 0.11858 -4.18024 0.00 0.01 -0.07 -0.596
H 4.38485 -1.74307 -5.34922 -0.03 -0.03 -0.04 0.369
H 3.20089 -0.45482 -5.66630 0.01 -0.01 -0.01 0.318
H 2.66706 -2.14330 -5.63649 -0.01 0.01 -0.02 0.313
H 4.63294 -2.60992 -3.30778 0.00 -0.01 0.02 0.482
H 4.20708 -2.55201 -0.83758 0.00 0.00 0.01 0.641